No. 1
Here is one molecule with the formula C3H8N2O in a non-equilibrium geometry from the Open Molecules 2025 dataset. Energies are from wB97M-V/def2-TZVPD.

Properties
SMILES = C/N=C(\N)CO
Lowest unoccupied orbital energy = 0.781 eV
E_HOMO = -8.782 eV
Relative energy (zero: lowest compared OMol25 entry of this formula, charge and spin) = 310.7 kJ/mol
E_tot = -8266.105 eV

Each line ends with the natural charge from an NBO analysis.
Atoms and positions in Å:
C 1.15604 0.30172 1.69502  -0.45
N -0.06579 -0.21027 1.13063  -0.51
C -0.28206 -0.10698 -0.14796  0.43
N 0.49942 0.58962 -1.09573  -0.88
C -1.66102 -0.40385 -0.54714  -0.09
O -0.86734 -1.68261 -1.25574  -0.74
H 1.06549 0.27383 2.78018  0.21
H 2.01581 -0.31523 1.40530  0.18
H 1.37975 1.33577 1.39660  0.17
H 1.45834 0.75617 -0.82766  0.39
H 0.05566 1.40901 -1.48820  0.38
H -2.12389 0.28731 -1.25741  0.19
H -2.25484 -0.83857 0.24982  0.24
H -0.37556 -1.39591 -2.03770  0.48

---

No. 2
Here is a 2-piece molecular cluster, C2H3NO2S overall in a non-equilibrium geometry from the Open Molecules 2025 dataset. Energies are from wB97M-V/def2-TZVPD.

Properties
Lowest unoccupied orbital energy (alpha / beta) = 0.344 / 0.375 eV
E_HOMO (alpha / beta) = -8.183 / -8.739 eV
Relative energy (zero: lowest compared OMol25 entry of this formula, charge and spin) = 474.6 kJ/mol
E_tot = -18538.534 eV

Each line ends with the natural charge from an NBO analysis.
Atoms and positions in Å:
C -2.52012 -0.29916 0.18340  0.42
C 1.18893 0.88943 0.37410  -0.05
N 1.40630 -1.19927 -0.31761  -0.42
O -2.15026 -1.37551 0.40076  -0.44
O 1.06300 0.01708 -0.53440  -0.19
S -2.83463 1.16792 -0.15271  0.01
H 0.74861 1.90393 0.10442  0.19
H 1.69214 0.50574 1.17209  0.17
H 1.40603 -1.61015 -1.23004  0.30

---

No. 3
Here is an isolated ion of composition C8H20NOSi and charge +1 in a non-equilibrium geometry from the Open Molecules 2025 dataset. Energies are from wB97M-V/def2-TZVPD.

Properties
SMILES = C/C=C(\O[Si](C)(C)C)[NH+](C)C
Lowest unoccupied orbital energy = -2.883 eV
E_HOMO = -13.606 eV
Relative energy (zero: lowest compared OMol25 entry of this formula, charge and spin) = 154.7 kJ/mol
Total charge = +1
E_tot = -20027.127 eV

Each line ends with the natural charge from an NBO analysis.
Atoms and positions in Å:
C 1.43939 2.78614 -0.03093  -0.63
C 1.91828 1.33188 0.13323  -0.19
C 1.17821 0.27814 -0.22333  0.40
O -0.29614 0.63168 -1.00156  -0.92
Si -1.69979 0.35854 -0.12668  1.79
C -1.58800 1.29284 1.57546  -1.09
C -2.83256 0.96605 -1.53969  -1.08
C -1.93515 -1.55071 0.25307  -1.13
N 1.31759 -1.15031 -0.14920  -0.49
C 2.11341 -1.55299 -1.32944  -0.43
C 1.84195 -1.64939 1.18000  -0.40
H 0.34246 2.84556 -0.25179  0.25
H 2.01156 3.10584 -0.89596  0.25
H 1.62960 3.21978 0.99692  0.24
H 2.86625 1.15420 0.71476  0.24
H -2.20464 2.19689 1.44569  0.25
H -1.94769 0.74228 2.39287  0.24
H -0.65678 1.66500 1.73119  0.23
H -3.88719 0.71286 -1.30831  0.25
H -2.87351 1.94189 -1.68036  0.24
H -2.69193 0.27406 -2.35102  0.25
H -1.42398 -1.93324 1.11089  0.23
H -2.93872 -1.90507 0.34180  0.28
H -1.60229 -2.12323 -0.56145  0.22
H 0.26091 -1.52534 -0.55233  0.54
H 3.13842 -1.08583 -1.33703  0.24
H 2.39663 -2.64588 -1.18076  0.23
H 1.53322 -1.35144 -2.28531  0.26
H 2.45002 -2.51381 1.04273  0.24
H 2.35050 -0.78238 1.57763  0.24
H 0.93206 -1.90142 1.84012  0.25

---

No. 4
Here is C33H33BrFMoNO8PTe as an isolated structure in a non-equilibrium geometry from the Open Molecules 2025 dataset. Energies are from wB97M-V/def2-TZVPD.

Properties
Lowest unoccupied orbital energy (alpha / beta) = 1.359 / 1.140 eV
E_HOMO (alpha / beta) = -4.217 / -4.239 eV
Relative energy (zero: lowest compared OMol25 entry of this formula, charge and spin) = 50.9 kJ/mol
Expectation value of S² = 2.022
Total charge = -1
E_tot = -143832.419 eV
Multiplicity = 3

Each line ends with the Mulliken spin population.
Atoms and positions in Å:
Mo -1.13097 -0.32320 -2.06803  2.00
C 4.18048 -2.32322 2.89285  0.00
C 3.32248 -1.18867 3.43245  0.00
C 2.74957 -1.55758 4.78845  0.00
C 1.84106 -0.46428 5.31587  0.00
C 0.72085 -0.24014 4.34161  0.00
C -0.52612 0.15315 4.74268  0.01
C -1.54829 0.35320 3.80860  0.00
F -2.75069 0.73398 4.27208  0.00
C -1.35418 0.16627 2.47748  0.00
C -0.08186 -0.23842 2.05493  0.00
C 0.18052 -0.41090 0.63759  -0.02
O -0.76098 -0.28241 -0.17108  -0.03
C 1.48272 -0.70197 0.21548  0.04
C 2.43395 -0.90470 1.17262  0.02
N 2.20950 -0.85089 2.49068  0.02
C 0.95274 -0.45244 2.96224  0.01
C 1.87405 -0.79610 -1.24137  0.00
O 3.04412 -1.03807 -1.49236  0.02
O 0.94025 -0.61761 -2.10975  -0.01
H 4.82438 -2.68128 3.69644  0.00
H 4.82460 -2.02736 2.06740  0.00
H 3.55380 -3.15197 2.55727  0.00
H 3.93396 -0.28866 3.54499  0.00
H 3.58112 -1.74417 5.46821  0.00
H 2.18564 -2.49142 4.68885  0.00
H 2.41710 0.45944 5.43809  0.00
H 1.43464 -0.72006 6.29414  0.00
H -0.73330 0.31925 5.79343  0.00
H -2.14868 0.30468 1.75335  0.00
H 3.43797 -1.13339 0.84409  0.00
O -1.78067 -1.18316 -5.98932  0.03
C -0.92388 -0.98125 -5.17796  0.01
O -1.14220 -0.46876 -3.96908  -0.02
H 0.14783 -1.13049 -5.35796  0.00
C 2.05902 6.30409 -2.41510  0.01
C 2.71068 5.22205 -2.99133  -0.01
C 2.16202 3.95013 -2.89707  0.02
C 0.94698 3.71835 -2.24683  -0.02
C 0.31205 4.81739 -1.65952  0.01
C 0.86135 6.08983 -1.74431  -0.01
C 0.46621 2.30466 -2.18325  0.10
C -0.78559 1.81755 -2.12146  -0.13
C -1.94530 2.75731 -2.15040  -0.06
C -2.70762 3.01921 -1.01238  0.00
C -3.76345 3.91545 -1.04859  0.00
C -4.10025 4.55537 -2.23826  -0.01
C -3.36458 4.28371 -3.38277  0.00
C -2.29672 3.39552 -3.33575  -0.01
H 2.48169 7.29946 -2.48039  0.00
H 3.64987 5.36585 -3.51232  0.00
H 2.67784 3.10597 -3.34266  0.00
H -0.61631 4.67842 -1.12700  0.00
H 0.34593 6.92128 -1.27800  0.00
H 1.28402 1.59802 -2.27247  0.01
H -2.46125 2.51127 -0.08658  0.00
H -4.33589 4.10811 -0.14846  0.00
H -4.93563 5.24417 -2.27297  0.00
H -3.62153 4.76260 -4.32016  0.00
H -1.71797 3.19285 -4.22894  0.00
C -2.20395 -3.62578 2.40676  0.00
C -2.95979 -3.49065 1.10343  0.00
O -2.07607 -2.93095 0.12657  -0.01
P -1.92478 -3.60357 -1.34167  0.00
O -1.01818 -2.59134 -2.05994  0.01
Te -3.92381 -4.42705 -2.24311  0.00
O -1.00335 -4.89333 -0.99619  0.00
C 0.37378 -4.64385 -0.65891  0.00
C 1.26084 -4.82216 -1.87037  0.00
H -2.83870 -4.08421 3.17030  0.00
H -1.87238 -2.65638 2.78009  0.00
H -1.32460 -4.25796 2.26529  0.00
H -3.82096 -2.82576 1.19209  0.00
H -3.33269 -4.45865 0.76660  0.00
H 0.62327 -5.35434 0.13188  0.00
H 0.48400 -3.63464 -0.25368  0.00
H 1.06210 -5.78567 -2.34240  0.00
H 2.31526 -4.78304 -1.58326  0.00
H 1.06746 -4.03167 -2.59486  0.00
Br -3.58445 -0.13509 -1.67661  0.02

---

No. 5
Here is C35H39NOS4SiSn as an isolated structure from the Open Molecules 2025 dataset. Energies are from wB97M-V/def2-TZVPD.

Properties
Lowest unoccupied orbital energy = -0.296 eV
E_HOMO = -8.084 eV
Relative energy (zero: lowest compared OMol25 entry of this formula, charge and spin) = 43.9 kJ/mol
E_tot = -97518.696 eV

Each line ends with the Löwdin charge.
Atoms and positions in Å:
Sn -0.53803 0.18280 0.41790  1.25
S 0.39319 4.98428 -0.20216  1.12
C 1.80723 4.32378 -0.95699  -0.46
C 2.99202 4.96182 -1.31230  -0.09
C 3.98010 4.20720 -1.91225  -0.09
C 3.79287 2.84214 -2.15992  -0.08
C 2.61894 2.21134 -1.80741  -0.01
C 1.61512 2.95822 -1.19334  -0.30
N 0.38260 2.47214 -0.78854  0.02
C -0.34415 3.40256 -0.25860  -0.54
C -1.69310 3.13643 0.25722  -0.28
C -2.61743 4.16848 0.38977  -0.06
C -3.91370 3.88890 0.79247  -0.07
C -4.27913 2.57888 1.06730  -0.07
C -3.34103 1.55986 0.94910  -0.12
C -2.03104 1.80776 0.54821  -0.27
H 3.13372 6.01706 -1.12447  0.11
H 4.91149 4.67843 -2.19591  0.10
H 4.58252 2.27603 -2.63551  0.10
H 2.46437 1.15832 -1.99354  0.10
H -2.34129 5.18758 0.14411  0.09
H -4.63648 4.68954 0.87620  0.10
H -5.29174 2.34396 1.37011  0.11
H -3.64453 0.54749 1.18922  0.07
C 4.81916 -2.11354 2.98556  -0.56
C 4.85527 -1.11841 1.83245  -0.53
S 3.21754 -0.72384 1.15392  0.78
C 3.29094 -1.43143 -0.50730  -0.57
C 3.15865 -2.94694 -0.59915  -0.53
S 1.56391 -3.52518 0.04534  0.84
C 1.98292 -4.58770 1.45020  -0.55
C 2.61415 -3.91675 2.66459  -0.53
S 4.43378 -3.82336 2.53701  0.86
H 4.11842 -1.78624 3.75429  0.07
H 5.80645 -2.16101 3.44939  0.07
H 5.49742 -1.47805 1.02796  0.08
H 5.27233 -0.17664 2.19558  0.07
H 4.21606 -1.09911 -0.98585  0.08
H 2.45754 -0.95843 -1.03200  0.03
H 3.95918 -3.43839 -0.05000  0.03
H 3.22239 -3.25030 -1.64573  0.07
H 2.58357 -5.43258 1.11082  0.07
H 1.00439 -4.98126 1.73513  0.06
H 2.38803 -4.50350 3.55577  0.07
H 2.21711 -2.91139 2.79109  0.05
C -4.24325 -4.27466 1.57813  -0.08
C -3.22092 -3.13281 1.57251  -0.60
C -1.82705 -3.74191 1.78488  -0.11
C -3.51677 -2.16226 2.71984  -0.09
Si -3.17110 -2.21715 -0.09143  0.47
O -1.87946 -1.23336 -0.07028  -0.55
C -4.73174 -1.23464 -0.49095  -0.23
C -5.96569 -1.35394 0.14770  -0.09
C -7.05142 -0.56785 -0.22118  -0.09
C -6.92249 0.35618 -1.24586  -0.10
C -5.70602 0.48740 -1.90257  -0.08
C -4.62969 -0.29894 -1.52639  -0.10
C -2.99626 -3.48300 -1.46515  -0.22
C -1.73971 -3.85918 -1.94064  -0.10
C -1.60346 -4.81814 -2.93511  -0.09
C -2.73077 -5.42003 -3.47462  -0.10
C -3.99109 -5.05485 -3.02144  -0.09
C -4.11903 -4.09302 -2.02991  -0.09
H -4.19839 -4.81026 2.53267  0.08
H -4.04135 -4.99374 0.78267  0.08
H -5.26781 -3.92279 1.45162  0.06
H -1.78373 -4.24104 2.75965  0.09
H -1.04109 -2.98344 1.75536  0.05
H -1.59928 -4.48545 1.01651  0.08
H -3.43437 -2.67758 3.68287  0.08
H -4.52185 -1.74126 2.65376  0.07
H -2.80961 -1.32742 2.73545  0.07
H -6.09330 -2.06219 0.95592  0.08
H -7.99740 -0.67813 0.29414  0.10
H -7.76518 0.97256 -1.53244  0.10
H -5.59786 1.20677 -2.70475  0.10
H -3.68186 -0.17779 -2.03939  0.11
H -0.85411 -3.38940 -1.53081  0.05
H -0.61731 -5.09205 -3.28892  0.10
H -2.62958 -6.16956 -4.24954  0.10
H -4.87427 -5.51528 -3.44624  0.10
H -5.11103 -3.80685 -1.69738  0.10

---

No. 6
Here is a 4-piece molecular cluster, C17H20BrF5N5O7P overall in a non-equilibrium geometry from the Open Molecules 2025 dataset. Energies are from wB97M-V/def2-TZVPD.

Properties
SMILES = C#C[C@]1([PH2]=N)C(=O)N[C@@H](C(F)(F)c2cccc(C(F)(F)F)c2)[C@H]1Br.C[N+](=O)[O-].C[N+](=O)[O-].C[N+](=O)[O-]
Lowest unoccupied orbital energy = -1.106 eV
E_HOMO = -8.334 eV
Relative energy (zero: lowest compared OMol25 entry of this formula, charge and spin) = 931.7 kJ/mol
E_tot = -132635.146 eV

Each line ends with the natural charge from an NBO analysis.
Atoms and positions in Å:
C 5.21737 1.28091 1.11444  -0.20
C 4.03284 1.36669 0.56732  -0.04
C 2.49134 1.48441 0.16368  -0.52
P 1.70011 -0.10705 -0.55480  1.24
N 2.80895 -0.85790 -1.47834  -1.28
C 2.05604 2.58662 -0.96403  0.71
O 2.73465 3.16184 -1.86057  -0.51
N 0.59669 2.75872 -0.60549  -0.67
C 0.32019 2.66977 0.87649  -0.14
C -0.96537 1.85742 1.39476  0.68
F -0.66910 0.43005 1.57114  -0.36
F -1.30925 2.32561 2.73922  -0.34
C -2.25562 1.92395 0.44827  -0.11
C -2.56972 3.00590 -0.64396  -0.17
C -3.90393 2.87253 -1.51416  -0.21
C -4.95717 1.69930 -1.30515  -0.17
C -4.65670 0.63262 -0.18960  -0.15
C -5.60098 -0.64358 0.14738  0.98
F -6.95406 -0.42051 -0.26272  -0.32
F -5.05310 -1.83314 -0.49887  -0.35
F -5.51873 -0.93264 1.57346  -0.33
C -3.34107 0.76665 0.65180  -0.14
C 1.76986 2.21585 1.43207  -0.24
Br 1.95617 1.43263 3.24460  0.09
H 6.18168 0.99745 1.69325  0.29
H 0.64456 0.27391 -1.48383  0.00
H 1.22149 -0.99154 0.46895  -0.01
H 2.97227 -1.81705 -1.13311  0.39
H 0.43538 3.72832 -0.92474  0.40
H 0.28105 3.79402 1.18660  0.25
H -1.81526 3.86917 -0.82977  0.24
H -4.14777 3.62683 -2.34497  0.24
H -5.91467 1.57285 -1.92099  0.25
H -3.13125 -0.02612 1.47415  0.26
H 2.35864 3.21820 1.51621  0.25
C 0.39073 -4.64745 0.82378  -0.48
N 1.77700 -4.15987 1.04960  0.53
O 2.28643 -4.39961 2.13466  -0.36
O 2.30603 -3.55242 0.12774  -0.39
H 0.04983 -5.16500 1.71960  0.23
H -0.23431 -3.77809 0.61911  0.23
H 0.41585 -5.32665 -0.02830  0.24
C 8.88932 2.26032 -0.82239  -0.49
N 8.96724 2.62144 0.61757  0.53
O 9.35509 3.74732 0.89401  -0.36
O 8.63549 1.76028 1.42160  -0.39
H 9.21130 3.11440 -1.41686  0.23
H 9.54877 1.40750 -0.98348  0.24
H 7.85201 2.00621 -1.04191  0.25
C -6.66998 -4.18831 -1.15454  -0.49
N -6.59269 -5.65132 -1.40810  0.53
O -5.50015 -6.18686 -1.27756  -0.38
O -7.63127 -6.21191 -1.72948  -0.38
H -5.68164 -3.82678 -0.88042  0.24
H -7.01331 -3.71312 -2.07351  0.23
H -7.37730 -4.03279 -0.33984  0.23